The following is a quantum chemistry calculation of a structure of composition C4H2BiO5 in a non-equilibrium geometry, from OMol25.

Structure (ORCA input):
```
! wB97M-V def2-TZVPD RIJCOSX def2/J DEFGRID3
* xyz 3 1
C 4.98 -0.58 0.02
O 6.04 -0.99 -0.09
O 3.87 -0.22 0.10
O 0.19 1.22 -0.43
C -1.00 0.97 -0.43
O -1.43 -0.16 0.06
Bi 2.01 0.62 0.08
H -1.76 1.71 -0.74
O -3.07 -1.88 -0.47
C -2.83 -0.73 -0.30
C -3.39 0.19 0.58
H -3.60 -0.13 1.62
*
```

Results
maximum force = 7.45 eV/A
HOMO-LUMO gap (spin up / spin down) = 3.05 / 2.96 eV
E_HOMO (spin up / spin down) = -20.54 / -20.58 eV
LUMO energy (spin up / spin down) = -17.49 / -17.63 eV

These are the Mulliken partial charges, in e, on atoms 1 to 5: number 1, C, carries 0.73; number 2, O, carries 0.00; number 3, O, carries -0.50; number 4, O, carries -0.54; number 5, C, carries 0.32